A molecular structure, C8Cl4N3O2S4SbW in a non-equilibrium geometry, computed with ωB97M-V with the def2-TZVPD basis set.

Structure (XYZ):
```
23
Properties=species:S:1:pos:R:3:forces:R:3
W -11.74448 12.16550 8.12823 -0.928 2.566 -2.163
S -11.93281 11.04463 9.94950 0.596 -0.422 0.918
Sb -9.28073 11.10472 9.17740 1.022 -3.748 -0.913
S -9.51893 8.95692 8.06187 0.366 2.643 1.364
S -9.76819 12.54484 7.14720 0.560 -0.541 0.887
S -12.08443 14.20047 8.62398 -0.861 -0.490 -0.127
Cl -8.48276 5.52444 2.21931 -0.605 0.147 0.103
C -9.81214 6.61333 1.98856 0.041 0.817 2.489
C -10.39211 6.78866 0.66638 -1.092 1.619 -0.836
Cl -9.45649 6.05814 -0.60841 -1.094 0.469 0.386
C -11.56683 7.55119 0.47078 2.837 -3.314 -2.075
Cl -12.30395 7.38025 -1.13712 0.215 0.697 1.500
C -12.16468 8.24616 1.56024 -3.013 3.233 1.651
O -13.26770 8.80525 1.53427 1.837 -1.251 -0.385
C -11.35646 8.46331 2.90014 1.281 -0.197 0.311
O -11.48341 9.38605 3.70349 -0.038 -2.525 -2.503
C -10.31313 7.30140 3.06673 -1.476 0.588 0.646
Cl -10.29237 6.94347 4.78646 1.081 -0.190 -1.216
N -15.20288 12.66756 2.68194 2.730 -0.485 2.001
C -14.33349 12.44214 3.45494 -3.541 0.552 -2.564
N -13.50832 12.13738 4.38941 1.653 -0.474 1.057
C -13.04349 11.82519 5.45022 -1.412 0.368 -0.060
N -12.71144 11.54134 6.58313 -0.159 -0.060 -0.470
```
Forces are in eV/Å.

Calculated values
Kohn-Sham gap (spin up / spin down)   0.20790 / 0.20792 Eh
Max |F|   4.831 eV Å⁻¹

Results of the Löwdin charge analysis, in e, for atoms 1 through 2:
1 W 0.2117
2 S 0.0112

A molecular structure, C8F24KN4O16S8 in a non-equilibrium geometry, computed with ωB97M-V with the def2-TZVPD basis set.

Structure (XYZ):
```
61
Properties=species:S:1:pos:R:3:forces:R:3
K -0.02582 -0.98770 -0.50539 -0.261 0.532 0.154
C 2.84141 -1.31294 -2.91543 -0.107 -0.516 0.397
F 1.56643 -0.99557 -3.12391 -0.125 0.235 -0.047
F 3.49503 -1.26263 -4.07926 0.022 0.128 -0.094
F 3.37642 -0.42641 -2.07890 -0.032 0.007 -0.104
S 2.97656 -3.03423 -2.23459 -0.934 0.659 0.662
O 2.34700 -3.88510 -3.17433 -0.744 -0.445 -0.960
O 4.38634 -3.17426 -2.06286 0.562 -0.055 0.345
N 2.04902 -2.93574 -0.87314 1.787 0.037 -0.734
S 3.03080 -3.28328 0.35696 0.061 -0.946 0.079
O 3.43830 -4.66634 0.35098 -0.052 0.013 0.015
O 4.02180 -2.29701 0.63444 0.295 0.417 0.282
C 1.87536 -3.20504 1.79179 -0.124 1.232 0.101
F 2.25726 -4.10313 2.69342 -0.232 -0.163 0.077
F 1.95232 -1.98961 2.35680 0.061 -0.240 0.021
F 0.60101 -3.38003 1.45943 -0.055 -0.460 -0.004
C 0.06499 3.63557 -2.62814 0.211 0.018 0.585
F 0.85812 3.03075 -3.52621 -0.131 0.251 0.019
F 0.78211 3.82833 -1.50922 -0.159 0.142 -0.473
F -0.31451 4.82429 -3.11987 0.277 -0.099 0.064
S -1.38146 2.56064 -2.30732 -0.310 0.274 0.021
O -2.13681 2.60098 -3.52210 -0.063 0.087 -0.549
O -0.79880 1.29153 -1.97252 0.407 -0.113 0.311
N -2.07111 3.39842 -1.13122 -0.099 -1.108 -0.103
S -3.33322 2.56491 -0.57491 0.040 0.191 0.084
O -4.54424 2.84389 -1.28655 -0.266 0.306 0.012
O -3.03296 1.20818 -0.25185 0.029 -0.481 0.038
C -3.59045 3.29724 1.09375 0.181 0.730 -0.228
F -3.71923 4.64095 1.05676 -0.026 -0.043 -0.087
F -4.73546 2.80847 1.58056 -0.007 -0.127 0.124
F -2.60087 3.01281 1.91786 0.067 -0.145 0.153
C 3.09397 1.02720 2.58164 -0.260 0.293 -0.060
F 3.57886 0.27119 3.55192 0.265 -0.311 0.251
F 3.77061 2.18193 2.56953 -0.005 -0.100 -0.090
F 3.30579 0.42730 1.41326 0.012 -0.009 0.048
S 1.23842 1.28373 2.83999 0.117 1.229 -0.927
O 0.68184 0.78272 1.62580 -0.258 -0.198 -0.605
O 0.88657 0.65412 4.06389 -0.015 -0.375 0.592
N 1.06798 2.89954 2.83913 0.370 -0.817 0.807
S 1.43278 3.50750 4.25881 -0.116 0.261 0.879
O 0.31378 3.89846 5.06746 -0.422 0.323 -0.307
O 2.48940 2.85124 4.97926 0.515 -0.239 -0.040
C 2.22591 5.11106 3.80738 -0.201 -0.147 -1.510
F 3.36069 4.89287 3.11311 -0.119 0.204 0.452
F 1.42941 5.84494 2.99879 0.150 -0.010 0.492
F 2.51643 5.83513 4.89006 -0.003 -0.068 -0.014
C -2.86056 -4.32931 0.59990 -0.038 0.063 -0.403
F -3.23258 -5.19668 -0.34800 0.043 0.015 0.176
F -3.65526 -4.50212 1.65753 -0.084 -0.103 0.252
F -1.61156 -4.60290 0.95818 0.013 -0.052 0.009
S -3.05434 -2.59636 -0.00909 1.305 1.170 0.070
O -4.45886 -2.41634 -0.14574 -0.637 -0.623 -0.689
O -2.46633 -1.72368 0.97223 0.977 -0.756 -0.167
N -2.10279 -2.64005 -1.38171 -1.794 -0.195 1.626
S -3.11078 -2.52061 -2.61438 -0.769 0.786 -0.856
O -3.99914 -3.63044 -2.80519 0.115 -0.630 -0.135
O -3.70020 -1.22001 -2.73164 0.285 0.125 -0.248
C -1.92011 -2.63760 -4.02028 0.552 -0.629 0.475
F -1.52559 -3.91303 -4.19642 -0.085 0.135 -0.031
F -2.50258 -2.23663 -5.14593 -0.114 0.132 -0.084
F -0.82709 -1.91110 -3.80453 -0.067 0.204 -0.122
```
Forces are in eV/Å.

Calculated values
Kohn-Sham gap   0.31984 Eh
Max |F|   2.429 eV Å⁻¹
Charge   -3

Results of the Löwdin charge analysis, in e, for atoms 1 through 2:
1 K 0.7588
2 C -0.6781

A molecular structure, C8F9N2ORuS2Te4 in a non-equilibrium geometry, computed with ωB97M-V with the def2-TZVPD basis set.

Structure (XYZ):
```
27
Properties=species:S:1:pos:R:3:forces:R:3
Ru -0.57184 -0.79675 0.85813 0.701 1.037 -1.791
S 0.48105 -2.70017 0.11409 0.228 0.452 -0.445
C 1.94212 -1.97610 0.67972 0.502 -0.079 -0.222
S 1.51761 -0.67359 1.75073 0.589 0.053 -0.546
C 3.22003 -2.30732 0.29646 0.099 -0.036 -0.012
C 4.34624 -1.60313 0.84374 -0.083 -0.073 -0.081
N 5.23994 -1.02756 1.29372 -0.253 -0.177 -0.116
C 3.44936 -3.32505 -0.69107 0.052 0.059 0.167
N 3.63578 -4.14394 -1.48275 -0.075 0.223 0.220
Te -0.71691 -2.12614 2.93873 0.323 -0.846 1.895
Te -1.55700 -3.34832 5.31788 -0.549 -0.224 0.504
Te -4.84567 -2.28626 3.54532 0.232 0.123 -0.123
Te -3.06822 -1.40430 1.81654 -1.474 -0.252 0.085
F 0.23114 2.47748 0.89218 0.028 0.056 0.028
C -0.88363 2.44707 0.17074 -0.055 -0.150 -0.303
F -1.83048 1.84806 0.94346 0.064 0.069 0.096
F -1.27252 3.71158 -0.04367 -0.001 -0.226 0.015
C -0.69282 1.57441 -1.12111 0.125 0.163 -0.203
O -0.01570 0.44245 -0.83398 -0.664 0.133 0.408
C -2.10912 1.27155 -1.74409 0.170 0.069 -0.081
F -2.97076 2.30185 -1.66484 0.137 -0.054 -0.066
F -1.99484 0.92683 -3.03544 -0.066 0.073 0.159
F -2.68952 0.23885 -1.12070 -0.020 -0.166 0.129
C 0.10160 2.42121 -2.18451 -0.047 -0.151 0.106
F 0.59931 1.63483 -3.13332 0.009 0.011 0.005
F 1.12602 3.07215 -1.61796 -0.016 -0.026 0.063
F -0.67117 3.35033 -2.78798 0.043 -0.061 0.106
```
Forces are in eV/Å.

Calculated values
Kohn-Sham gap (spin up / spin down)   0.22021 / 0.18310 Eh
Max |F|   2.185 eV Å⁻¹
<S²>   6.10
Charge   -1
2S+1   5

Results of the Löwdin charge analysis, in e, for atoms 1 through 2:
1 Ru 0.2111
2 S 0.5556

Relative energy (zero: lowest compared OMol25 entry of this formula, charge and spin) for every record listed, in sequence, given in kJ/mol: 185.4, 0.0, 143.3.